(1)
Entry from the OMol25 dataset: a cluster of 13 separate species, C45H116O39S11 in total at a distorted geometry (the ωB97M-V functional and the def2-TZVPD basis).

Last column: Löwdin charge in e.
Geometry (Å):
O  -6.83  3.25  -4.38  -0.273
S  -6.29  2.41  -3.31  0.682
O  -4.98  1.79  -3.31  -0.303
O  -6.49  3.17  -1.87  -0.277
C  -5.95  4.44  -1.81  -0.302
C  -4.52  4.66  -2.32  -0.068
C  -7.56  1.08  -2.93  -0.073
H  -5.98  4.72  -0.76  0.115
H  -6.68  5.09  -2.27  0.124
H  -3.95  3.74  -2.16  0.047
H  -3.98  5.48  -1.86  0.078
H  -4.45  4.75  -3.40  0.080
H  -7.10  0.28  -2.36  0.042
H  -7.96  0.75  -3.88  0.071
H  -8.23  1.49  -2.17  0.065
O  -4.26  -1.42  3.00  -0.292
S  -3.65  -1.85  4.24  0.643
O  -4.30  -1.59  5.50  -0.284
O  -3.25  -3.49  4.17  -0.283
C  -2.50  -4.15  5.15  -0.300
C  -2.93  -5.61  5.30  -0.039
C  -1.99  -1.16  4.24  -0.102
H  -2.36  -3.64  6.10  0.123
H  -1.55  -4.07  4.63  0.096
H  -2.18  -6.18  5.86  0.082
H  -3.09  -6.06  4.32  0.070
H  -3.87  -5.72  5.84  0.078
H  -1.54  -1.55  5.15  0.071
H  -2.17  -0.09  4.11  0.071
H  -1.65  -1.60  3.30  0.039
O  -0.22  3.88  -0.89  -0.311
S  0.27  4.69  -2.01  0.709
O  0.55  6.12  -1.72  -0.321
O  1.66  3.96  -2.64  -0.260
C  1.49  2.67  -3.23  -0.274
C  2.89  2.26  -3.76  -0.026
C  -0.91  4.71  -3.42  -0.086
H  0.84  2.71  -4.10  0.115
H  1.21  1.94  -2.47  0.099
H  2.94  1.22  -4.09  0.066
H  3.60  2.25  -2.93  0.049
H  3.20  3.02  -4.47  0.090
H  -1.35  3.71  -3.36  0.057
H  -0.34  5.00  -4.30  0.079
H  -1.55  5.54  -3.12  0.061
O  1.87  -0.44  6.50  -0.326
S  2.03  0.75  7.36  0.706
O  3.32  0.97  8.05  -0.306
O  1.53  2.05  6.43  -0.272
C  0.74  1.77  5.24  -0.252
C  1.53  1.41  3.99  -0.071
C  0.65  0.93  8.58  -0.088
H  0.20  2.69  5.03  0.116
H  0.01  0.98  5.42  0.096
H  2.23  2.20  3.71  0.053
H  0.85  1.21  3.17  0.068
H  2.09  0.47  4.04  0.064
H  -0.20  1.05  7.92  0.059
H  0.84  1.84  9.15  0.073
H  0.61  0.00  9.16  0.070
O  3.53  3.43  -0.15  -0.296
S  4.36  2.69  0.79  0.670
O  3.68  1.84  1.79  -0.314
O  5.25  1.70  -0.17  -0.285
C  5.87  2.31  -1.24  -0.305
C  6.28  1.02  -1.99  -0.034
C  5.50  3.75  1.65  -0.086
H  6.70  2.89  -0.84  0.115
H  5.34  3.09  -1.77  0.112
H  6.66  0.27  -1.30  0.074
H  6.97  1.27  -2.80  0.083
H  5.43  0.49  -2.43  0.073
H  5.51  4.73  1.18  0.089
H  6.45  3.23  1.54  0.076
H  5.12  3.69  2.68  0.064
O  -2.57  3.08  1.52  -0.336
S  -3.93  2.84  2.16  0.722
O  -4.03  2.21  3.47  -0.298
O  -4.67  4.33  2.34  -0.295
C  -3.91  5.50  2.75  -0.213
C  -3.36  6.18  1.47  -0.069
C  -5.05  2.04  0.99  -0.083
H  -3.13  5.14  3.42  0.117
H  -4.60  6.20  3.23  0.122
H  -3.13  7.24  1.61  0.075
H  -4.14  6.24  0.71  0.061
H  -2.59  5.59  0.99  0.057
H  -4.97  2.65  0.09  0.041
H  -6.07  1.99  1.37  0.088
H  -4.65  1.04  0.79  0.068
O  3.02  4.95  3.26  -0.293
S  1.65  5.41  3.20  0.718
O  0.76  5.40  4.37  -0.310
O  1.54  6.90  2.44  -0.240
C  0.28  7.33  2.01  -0.337
C  0.38  8.74  1.58  -0.079
C  0.79  4.40  1.83  -0.092
H  -0.55  7.19  2.70  0.120
H  0.03  6.84  1.07  0.100
H  -0.53  9.24  1.25  0.081
H  0.95  8.87  0.66  0.083
H  0.85  9.43  2.28  0.085
H  0.91  3.32  1.85  0.051
H  1.28  4.70  0.90  0.037
H  -0.27  4.65  1.75  0.040
O  3.74  -2.46  -3.56  -0.303
S  3.77  -3.85  -3.17  0.652
O  4.57  -4.81  -3.93  -0.287
O  4.14  -3.94  -1.57  -0.261
C  5.14  -4.82  -1.06  -0.277
C  4.58  -6.19  -0.61  -0.046
C  2.02  -4.45  -3.04  -0.099
H  5.67  -4.39  -0.21  0.101
H  5.99  -4.98  -1.72  0.113
H  4.04  -6.05  0.32  0.070
H  5.48  -6.75  -0.35  0.082
H  4.06  -6.65  -1.45  0.078
H  1.34  -3.77  -2.52  0.050
H  2.16  -5.37  -2.48  0.049
H  1.66  -4.67  -4.05  0.069
O  7.33  -1.90  5.40  -0.302
S  6.75  -0.84  4.55  0.671
O  7.66  0.23  4.11  -0.314
O  6.16  -1.58  3.23  -0.269
C  5.86  -0.72  2.09  -0.268
C  5.30  -1.61  0.99  -0.047
C  5.15  -0.17  5.19  -0.084
H  6.78  -0.25  1.74  0.113
H  5.20  0.11  2.32  0.076
H  5.17  -1.07  0.05  0.069
H  4.36  -2.04  1.33  0.072
H  6.01  -2.43  0.86  0.075
H  5.32  0.45  6.07  0.069
H  4.58  -1.07  5.43  0.066
H  4.67  0.37  4.37  0.046
O  1.47  -7.33  0.75  -0.291
S  0.56  -6.32  1.22  0.641
O  -0.48  -6.68  2.13  -0.292
O  1.43  -5.06  1.85  -0.264
C  0.85  -4.31  2.93  -0.250
C  1.78  -3.10  3.22  -0.045
C  -0.26  -5.54  -0.27  -0.080
H  0.80  -4.98  3.79  0.118
H  -0.14  -3.93  2.65  0.098
H  2.58  -3.40  3.90  0.080
H  1.21  -2.38  3.80  0.063
H  2.18  -2.53  2.38  0.056
H  -0.95  -6.23  -0.76  0.080
H  0.39  -5.34  -1.12  0.030
H  -0.68  -4.61  0.14  0.029
O  -0.16  -0.97  1.65  -0.306
S  0.33  -1.13  0.27  0.702
O  0.74  -2.44  -0.26  -0.294
O  -0.76  -0.47  -0.75  -0.276
C  -1.58  0.56  -0.30  -0.295
C  -2.26  1.08  -1.56  -0.039
C  1.62  0.15  -0.13  -0.070
H  -1.01  1.32  0.23  0.098
H  -2.33  0.18  0.40  0.106
H  -1.51  1.11  -2.35  0.077
H  -2.74  2.05  -1.41  0.057
H  -3.12  0.45  -1.80  0.055
H  1.80  0.13  -1.21  0.064
H  2.59  -0.13  0.28  0.050
H  1.39  1.12  0.29  0.060
C  -2.77  -0.03  -4.97  -0.076
O  -1.33  -0.06  -4.89  -0.191
C  -0.77  -1.35  -4.96  -0.226
C  0.72  -1.39  -5.02  -0.169
O  1.26  -0.87  -6.27  -0.110
C  2.67  -1.02  -6.31  -0.202
C  3.10  -0.46  -7.68  -0.193
O  4.45  -0.87  -7.90  -0.192
C  5.06  -0.38  -9.08  -0.106
H  -3.11  -0.27  -5.98  0.088
H  -2.93  1.02  -4.72  0.075
H  -3.34  -0.74  -4.36  0.071
H  -1.07  -1.78  -5.91  0.126
H  -1.27  -1.97  -4.22  0.125
H  1.10  -2.39  -4.80  0.105
H  1.00  -0.79  -4.15  0.120
H  2.91  -2.08  -6.29  0.125
H  3.30  -0.52  -5.57  0.110
H  2.92  0.62  -7.67  0.124
H  2.50  -0.91  -8.47  0.126
H  4.90  0.69  -9.19  0.082
H  4.63  -0.82  -9.98  0.081
H  6.11  -0.67  -9.01  0.089
C  -7.20  -4.01  -3.79  -0.095
O  -5.88  -3.74  -3.19  -0.179
C  -5.91  -2.46  -2.48  -0.176
C  -4.55  -2.36  -1.85  -0.182
O  -4.61  -3.31  -0.81  -0.111
C  -3.46  -3.50  -0.12  -0.205
C  -3.52  -4.68  0.90  -0.172
O  -3.89  -5.85  0.20  -0.190
C  -4.01  -7.08  0.98  -0.073
H  -8.09  -3.98  -3.16  0.075
H  -7.27  -4.98  -4.29  0.082
H  -7.53  -3.28  -4.52  0.072
H  -6.79  -2.66  -1.87  0.129
H  -5.98  -1.64  -3.20  0.108
H  -4.34  -1.43  -1.33  0.116
H  -3.85  -2.50  -2.67  0.127
H  -3.32  -2.55  0.38  0.114
H  -2.58  -3.56  -0.77  0.118
H  -4.28  -4.54  1.66  0.124
H  -2.54  -4.81  1.34  0.095
H  -4.13  -7.89  0.26  0.083
H  -4.88  -7.11  1.63  0.084
H  -3.08  -7.30  1.49  0.069

Summary:
Orbital gap in eV: 9.628
HOMO level in Ha: -0.3530


(2)
Entry from the OMol25 dataset: a structure of composition C11H36FGaN13O11P2 (the ωB97M-V functional and the def2-TZVPD basis).

Last column: Löwdin charge in e.
Geometry (Å):
C  4.24  -0.71  1.45  -0.049
C  4.41  0.53  0.60  -0.596
O  5.47  1.13  0.67  0.050
N  3.37  0.92  -0.27  -0.155
C  3.46  0.17  -1.54  -0.142
Ga  1.62  0.95  0.57  0.238
C  0.42  2.43  -0.19  -0.167
C  0.42  3.51  0.78  -0.608
O  -0.28  3.67  1.74  0.094
F  1.39  4.45  0.55  0.036
P  0.62  -1.23  0.40  0.593
P  -1.43  -0.89  -0.20  0.142
O  -2.29  -2.08  -0.27  -0.367
O  -1.45  -0.08  -1.60  -0.199
O  -1.98  0.18  0.86  -0.203
H  3.24  -0.82  1.87  0.012
H  4.47  -1.60  0.87  0.078
H  4.95  -0.66  2.27  0.074
H  4.17  -0.66  -1.49  0.080
H  3.79  0.81  -2.36  0.046
H  2.49  -0.23  -1.83  0.031
H  1.81  1.19  2.13  -0.019
H  0.87  2.77  -1.12  0.074
H  -0.62  2.13  -0.32  0.049
H  1.12  -1.90  -0.73  -0.153
H  -0.54  0.16  -1.81  0.038
H  -1.29  0.49  1.46  0.048
C  -4.29  -1.57  3.94  -0.670
O  -3.50  -2.43  4.29  0.015
N  -5.00  -0.84  4.86  0.161
N  -4.56  -1.30  2.64  0.162
H  -5.66  -0.13  4.60  0.092
H  -4.86  -1.05  5.83  0.093
H  -4.05  -1.80  1.93  0.102
H  -5.21  -0.59  2.34  0.106
C  -4.22  -4.31  7.38  -0.685
O  -4.98  -3.38  7.60  0.003
N  -4.42  -5.55  7.95  0.132
N  -3.14  -4.22  6.57  0.161
H  -3.83  -6.34  7.79  0.083
H  -5.22  -5.65  8.56  0.091
H  -2.99  -3.34  6.09  0.070
H  -2.53  -4.99  6.37  0.095
C  -8.35  -2.47  2.03  -0.686
O  -8.16  -1.71  1.10  0.019
N  -7.36  -2.89  2.87  0.162
N  -9.61  -2.94  2.32  0.135
H  -7.52  -3.49  3.65  0.095
H  -6.43  -2.57  2.69  0.065
H  -10.36  -2.65  1.73  0.094
H  -9.80  -3.56  3.09  0.084
C  5.60  2.08  -4.63  -0.672
O  4.66  2.28  -3.90  0.037
N  5.62  1.05  -5.54  0.153
N  6.73  2.86  -4.61  0.139
H  6.39  0.86  -6.15  0.085
H  4.83  0.42  -5.55  0.065
H  6.75  3.60  -3.94  0.099
H  7.53  2.70  -5.19  0.080
C  3.86  -2.43  -6.65  -0.673
O  4.57  -1.89  -5.82  0.028
N  2.89  -1.75  -7.34  0.152
N  3.97  -3.76  -6.95  0.146
H  2.29  -2.19  -8.01  0.090
H  2.76  -0.78  -7.13  0.103
H  4.66  -4.28  -6.45  0.101
H  3.39  -4.23  -7.62  0.089
C  2.03  7.16  -2.16  -0.683
O  1.84  6.14  -2.79  0.038
N  1.95  7.23  -0.80  0.157
N  2.35  8.35  -2.78  0.129
H  2.09  8.08  -0.29  0.086
H  1.73  6.39  -0.29  0.077
H  2.42  8.34  -3.78  0.091
H  2.52  9.21  -2.29  0.078

Summary:
Orbital gap in eV: 6.941
Total charge: -1
HOMO level in Ha: -0.1819


(3)
Entry from the OMol25 dataset: a structure of composition C26H51Cl3N2O3PSiTb at a distorted geometry (the ωB97M-V functional and the def2-TZVPD basis).

Last column: Löwdin charge in e.
Geometry (Å):
C  -3.01  -3.02  -1.52  -0.032
C  -3.14  -1.60  -1.96  -0.233
H  -3.98  -3.54  -1.60  0.067
H  -2.65  -3.07  -0.48  0.084
H  -2.27  -3.56  -2.14  0.092
C  -4.30  -0.97  -2.21  -0.116
C  -5.65  -1.59  -2.14  -0.102
H  -4.29  0.07  -2.54  0.099
H  -5.67  -2.49  -1.52  0.061
H  -6.04  -1.85  -3.13  0.079
H  -6.36  -0.88  -1.70  0.067
Tb  0.33  -0.45  0.63  1.013
Cl  1.98  -1.12  -1.26  -0.137
Cl  -0.36  -2.16  2.29  0.005
H  5.45  1.34  2.81  0.095
H  6.49  -0.73  2.05  0.095
C  4.56  0.81  3.17  -0.014
C  5.61  -1.31  2.37  -0.027
N  4.44  -0.44  2.43  -0.164
H  3.67  1.41  2.99  0.084
C  3.28  -0.79  1.89  -0.296
O  2.28  -0.01  1.88  -0.231
H  5.42  -2.12  1.65  0.097
H  3.24  -1.78  1.41  0.117
H  4.67  0.61  4.24  0.100
H  5.84  -1.75  3.36  0.097
H  -3.05  -0.98  0.99  0.078
H  -4.50  1.45  -0.21  0.088
C  -3.23  -0.27  1.82  -0.034
C  -4.30  1.76  0.83  -0.031
N  -3.09  1.11  1.34  -0.149
H  -2.54  -0.48  2.64  0.059
C  -1.93  1.76  1.27  -0.281
O  -0.80  1.26  1.58  -0.218
H  -4.15  2.84  0.87  0.095
H  -1.99  2.80  0.93  0.140
H  -4.27  -0.39  2.16  0.094
H  -5.15  1.48  1.46  0.094
O  -1.36  -0.58  -0.76  -0.417
C  -1.81  -0.85  -2.04  -0.405
C  -2.32  1.62  -2.33  -0.060
C  -1.87  0.42  -2.89  -0.184
H  -2.52  1.65  -1.25  0.088
C  -2.53  2.73  -3.16  -0.094
H  -1.11  -1.54  -2.52  0.129
C  -1.52  0.35  -4.24  -0.033
H  -2.94  3.65  -2.72  0.102
C  -2.25  2.64  -4.53  -0.101
C  -1.72  1.46  -5.06  -0.088
H  -1.13  -0.60  -4.60  0.122
H  -2.44  3.49  -5.18  0.097
H  -1.48  1.38  -6.13  0.103
Si  0.66  -5.11  3.53  0.100
Cl  -0.93  -5.26  2.17  0.248
C  0.37  -3.87  4.92  -0.244
C  2.24  -4.87  2.55  -0.216
C  0.59  -6.81  4.36  -0.239
H  0.01  -2.89  4.57  -0.055
H  1.32  -3.69  5.46  0.032
H  -0.36  -4.27  5.63  0.032
H  -0.31  -6.87  4.98  0.029
H  1.47  -6.98  4.99  0.029
H  0.54  -7.59  3.59  0.022
H  2.21  -3.98  1.91  0.001
H  2.41  -5.75  1.91  0.036
H  3.10  -4.78  3.23  0.031
C  0.41  4.80  0.13  -0.156
C  0.63  4.12  -1.21  -0.421
P  1.24  2.39  -1.08  0.934
C  1.40  2.04  -2.90  -0.413
C  2.41  2.86  -3.70  -0.150
C  3.00  2.57  -0.49  -0.409
C  3.71  3.89  -0.77  -0.157
H  -0.20  4.20  0.81  0.048
H  -0.11  5.75  -0.03  0.071
H  1.36  5.04  0.64  0.061
H  -0.33  4.05  -1.75  0.065
H  1.32  4.70  -1.84  0.065
H  1.63  0.97  -2.94  0.019
H  0.39  2.17  -3.31  0.049
H  3.45  2.55  -3.49  0.067
H  2.24  2.70  -4.77  0.071
H  2.32  3.94  -3.53  0.056
H  2.94  2.39  0.60  0.050
H  3.55  1.73  -0.94  0.073
H  3.13  4.77  -0.48  0.050
H  4.64  3.92  -0.20  0.068
H  4.00  3.99  -1.83  0.058

Summary:
Energy above the lowest of the compared OMol25 structures with the same formula, charge and spin in kJ/mol: 0.0
Orbital gap (alpha / beta) in eV: 8.493 / 8.409
2S+1: 7
HOMO level (alpha / beta) in Ha: -0.2998 / -0.2967


(4)
Entry from the OMol25 dataset: a cluster of 4 separate species, C26H45Cl2NO3S in total at a distorted geometry (the ωB97M-V functional and the def2-TZVPD basis).

Last column: Löwdin charge in e.
Geometry (Å):
C  0.90  -0.80  1.10  -0.120
C  2.40  -0.95  0.40  -0.530
Cl  2.85  0.19  -1.04  0.532
C  3.45  -1.94  0.86  -0.493
Cl  3.12  -3.08  2.32  0.524
C  4.86  -1.94  0.01  -0.060
C  5.99  -0.98  0.23  -0.091
N  5.84  0.03  1.34  0.076
C  6.97  0.86  1.35  -0.491
S  7.85  2.35  1.28  0.657
C  7.18  -1.28  -0.85  -0.135
O  8.17  -0.50  -1.33  0.035
O  6.86  -2.71  -1.21  0.003
C  5.38  -2.91  -1.21  -0.155
O  4.63  -3.72  -1.99  0.026
H  0.80  0.28  1.55  0.088
H  0.10  -0.86  0.22  0.089
H  0.70  -1.66  1.89  0.077
C  -3.55  -2.65  -2.77  -0.118
C  -2.58  -3.41  -3.66  -0.270
C  -2.12  -4.74  -3.05  -0.228
C  -1.34  -4.61  -1.73  -0.227
C  -0.08  -3.75  -1.79  -0.277
C  0.97  -4.28  -2.74  -0.105
H  -3.10  -2.36  -1.82  0.063
H  -3.88  -1.73  -3.28  0.060
H  -4.44  -3.25  -2.56  0.078
H  -1.72  -2.78  -3.89  0.100
H  -3.07  -3.63  -4.61  0.106
H  -1.50  -5.27  -3.78  0.101
H  -2.99  -5.37  -2.87  0.109
H  -1.06  -5.62  -1.40  0.110
H  -2.01  -4.22  -0.95  0.099
H  0.35  -3.70  -0.78  0.098
H  -0.34  -2.72  -2.06  0.094
H  1.28  -5.30  -2.46  0.081
H  1.87  -3.65  -2.71  0.059
H  0.62  -4.30  -3.77  0.069
C  1.24  4.17  5.37  -0.117
C  2.31  3.26  5.96  -0.275
C  3.73  3.60  5.49  -0.228
C  3.97  3.44  3.98  -0.224
C  3.68  2.05  3.41  -0.269
C  4.57  0.97  3.99  -0.123
H  1.19  4.07  4.28  0.065
H  0.26  3.90  5.77  0.070
H  1.44  5.21  5.61  0.076
H  2.07  2.21  5.74  0.098
H  2.28  3.36  7.05  0.105
H  4.44  2.97  6.03  0.101
H  3.96  4.63  5.77  0.110
H  5.01  3.71  3.77  0.107
H  3.36  4.18  3.44  0.102
H  3.84  2.08  2.32  0.097
H  2.63  1.78  3.56  0.095
H  5.63  1.19  3.82  0.055
H  4.35  0.00  3.52  0.049
H  4.41  0.85  5.07  0.071
C  -7.80  3.18  -2.45  -0.117
C  -6.83  2.42  -3.33  -0.274
C  -6.37  1.10  -2.72  -0.230
C  -5.59  1.22  -1.40  -0.227
C  -4.33  2.09  -1.46  -0.271
C  -3.27  1.55  -2.41  -0.113
H  -7.35  3.47  -1.50  0.066
H  -8.13  4.10  -2.95  0.070
H  -8.69  2.58  -2.24  0.076
H  -5.97  3.06  -3.57  0.098
H  -7.32  2.21  -4.29  0.105
H  -5.75  0.57  -3.46  0.095
H  -7.24  0.46  -2.55  0.110
H  -5.31  0.21  -1.07  0.106
H  -6.25  1.61  -0.63  0.101
H  -3.90  2.13  -0.45  0.104
H  -4.59  3.11  -1.73  0.099
H  -2.97  0.54  -2.13  0.061
H  -2.38  2.19  -2.38  0.070
H  -3.63  1.53  -3.45  0.069

Summary:
Orbital gap in eV: 7.501
HOMO level in Ha: -0.3559


(5)
Entry from the OMol25 dataset: an isolated molecule of C2H7N3S at a distorted geometry (the ωB97M-V functional and the def2-TZVPD basis).

Last column: Löwdin charge in e.
Geometry (Å):
S  2.30  -0.06  0.31  0.718
N  0.92  -0.05  -0.73  -0.499
C  -0.11  0.91  -0.35  -0.257
C  -1.23  0.08  0.35  -0.193
N  -0.68  -1.26  0.46  -0.100
N  0.12  -1.35  -0.68  -0.097
H  3.18  0.04  -0.69  -0.156
H  -0.48  1.37  -1.26  0.102
H  0.31  1.68  0.30  0.082
H  -1.51  0.47  1.33  0.108
H  -2.11  0.03  -0.29  0.103
H  -0.13  -1.34  1.32  0.094
H  0.76  -2.13  -0.65  0.095

Summary:
Energy above the lowest of the compared OMol25 structures with the same formula, charge and spin in kJ/mol: 232.0
Orbital gap in eV: 9.540
HOMO level in Ha: -0.3184